Here is the molecule C17H16BrNO4 from OMol25. Energies are from wB97M-V/def2-TZVPD.

Summary:
- lowest unoccupied orbital energy (eV) = -0.28
- SMILES = CC(=O)O[C@@H]1C[C@@H](Br)c2ccc3ncccc3c2[C@@H]1OC(C)=O
- E_HOMO (eV) = -8.820
- ΔE to the lowest compared entry with this formula, charge and spin (kcal/mol) = 1.2
- frontier orbital gap (Eh) = 0.31394

Structure (XYZ):
```
39
Properties=species:S:1:pos:R:3:forces:R:3
Br 1.959050 -4.486488 1.286799 0.239 0.169 -0.312
O 1.229112 0.041178 3.732870 0.435 0.497 -2.592
O 1.382838 0.173437 1.411151 0.159 0.020 1.570
O 0.157172 0.779622 -0.728297 -0.022 0.865 0.059
O -1.260984 2.006930 0.593150 1.280 -1.171 -0.629
N -0.949519 -2.901561 -4.405038 -1.862 0.349 -2.455
C 1.803544 0.406433 2.704774 -0.424 -0.794 1.788
C 0.196881 -0.642140 1.275459 -0.707 -0.352 0.395
C -2.198498 -0.924915 -4.018065 -0.198 0.650 0.808
C 0.014966 -1.611375 -1.104472 1.085 -0.459 0.570
C 0.670313 -3.647037 -2.920506 1.080 -0.942 1.042
C -1.889276 -2.025427 -4.802017 1.403 -0.972 1.023
C -0.654715 -1.672450 -2.349372 0.516 -0.392 -0.128
C 0.955604 -2.622688 -0.774818 -0.801 0.679 0.583
C 1.312232 -3.614140 -1.699470 -0.602 -0.411 -0.874
C -1.601226 -0.731853 -2.797104 0.002 -0.135 -0.586
C 3.139364 1.115978 2.826559 0.048 -0.337 -0.548
C -0.329674 1.942507 -0.203825 -2.473 -0.053 1.175
C -0.334142 -2.750721 -3.238260 -0.689 1.761 0.587
C 0.522201 -2.116321 1.646876 0.716 0.472 -0.352
C 0.168767 3.223215 -0.755006 1.743 0.183 -1.014
C 1.556087 -2.694318 0.627486 -1.077 1.382 0.244
C -0.335252 -0.458260 -0.173913 -0.240 -0.580 0.551
H -2.927169 -0.206462 -4.345061 -0.204 0.159 -0.238
H 0.862157 -4.409632 -3.651248 0.180 -0.271 -0.144
H -0.376882 -2.739167 1.622298 -0.001 0.171 -0.162
H 1.204660 3.447549 -0.426103 -0.459 -0.314 -0.250
H 1.998706 -4.418153 -1.395476 -0.271 0.597 -0.317
H 3.257876 1.408218 3.871898 -0.017 -0.051 -0.265
H -0.442379 4.071070 -0.473986 -0.301 -0.273 0.261
H -1.445217 -0.391702 -0.082831 0.735 0.045 -0.156
H -1.840421 0.172101 -2.262212 0.017 -0.029 0.352
H 0.913642 -2.184561 2.681499 -0.197 0.262 -0.644
H 3.976676 0.441021 2.536739 -0.646 0.370 0.133
H 3.169701 1.986326 2.174721 0.092 0.053 -0.037
H 2.465293 -2.070809 0.600839 -0.100 -0.599 0.450
H -2.430204 -2.121491 -5.737696 0.406 -0.563 -0.093
H 0.176983 3.149656 -1.847220 0.202 0.079 0.068
H -0.638656 -0.264020 1.900065 0.950 -0.063 0.137
```
Positions in Å, forces in eV/Å.

Löwdin population analysis, charges in e, atoms 1 to 4: 0.750, 0.085, 0.016, 0.033

***

Here is C17H16Cl2F4N3O3SSn as an isolated structure from OMol25. Energies are from wB97M-V/def2-TZVPD.

Summary:
- lowest unoccupied orbital energy (eV) = -3.37
- E_HOMO (eV) = -11.225
- ΔE to the lowest compared entry with this formula, charge and spin (kcal/mol) = 3.7
- total charge = +1
- frontier orbital gap (Eh) = 0.28851

Structure (XYZ):
```
47
Properties=species:S:1:pos:R:3:forces:R:3
Sn -0.172084 -0.228082 0.121243 -0.143 -0.199 0.052
Cl -1.915492 -1.579669 -2.313141 -0.057 -0.020 0.000
Cl 0.585380 -3.087964 -2.638239 -0.021 -0.004 0.006
S -0.793930 2.017913 -0.519690 -0.063 0.087 0.025
F 1.675966 0.486360 -4.713695 -0.005 -0.003 -0.006
F 5.829989 0.903936 -2.553448 -0.014 -0.003 -0.001
F 4.716598 0.438039 -0.221376 -0.025 -0.011 0.018
F 0.518632 -0.022230 -2.352223 0.008 -0.022 -0.028
O -2.217082 -0.282742 0.657214 -0.017 0.075 0.144
O -1.169857 -4.271742 0.116760 -0.009 0.007 -0.015
O -0.407241 -2.200728 0.279838 0.176 0.052 -0.103
N -3.001702 0.750418 0.335329 0.000 -0.033 -0.061
N 0.367288 -0.244816 2.266922 -0.024 -0.036 -0.006
N 1.862669 -0.146820 -0.038634 0.179 0.081 -0.030
C 2.557312 0.150125 -1.202783 0.026 -0.040 0.088
C 2.445646 0.466556 -3.625910 0.017 0.006 -0.007
C -0.886583 -3.228835 -0.396731 -0.085 -0.014 0.085
C -5.207650 1.584256 0.273756 0.012 0.019 -0.004
C -4.727914 2.768065 -0.287911 0.014 -0.022 0.008
C 2.594401 -0.458483 1.190780 -0.016 -0.024 -0.047
C 4.519159 0.668834 -2.536380 0.002 -0.007 0.032
C -0.605939 -0.935778 3.145724 -0.009 -0.001 -0.023
C 1.862506 0.204288 -2.408634 0.011 0.008 -0.027
C -3.381274 2.906874 -0.531751 -0.038 -0.013 0.005
C -1.025484 -3.071461 -1.908796 0.044 0.006 -0.035
C 1.638022 -1.021527 2.230890 0.039 0.047 0.013
C 3.802369 0.702015 -3.713153 -0.016 0.002 -0.028
C -4.321695 0.587407 0.573238 -0.017 -0.017 -0.018
C 0.597831 1.131180 2.759475 0.003 0.020 0.002
C -2.497256 1.875409 -0.213968 0.078 0.052 -0.047
C 3.928124 0.410170 -1.309232 -0.026 0.006 0.015
H 3.360343 -1.213475 1.008884 0.007 -0.003 -0.004
H -0.353426 1.658131 2.807449 0.002 0.002 -0.004
H 1.263646 1.668481 2.086561 0.009 -0.007 0.005
H -2.978552 3.806327 -0.974402 0.003 -0.003 -0.002
H -6.257600 1.432973 0.473651 -0.001 0.003 0.000
H 4.282030 0.910674 -4.657748 -0.005 0.000 -0.001
H -4.581014 -0.369280 0.999854 -0.001 0.002 0.000
H 1.040383 1.095860 3.756835 -0.004 -0.007 0.000
H -0.798050 -1.932679 2.756540 0.004 0.000 0.008
H 2.102866 -0.994073 3.219170 -0.020 -0.014 0.007
H -1.590439 -3.906378 -2.304260 -0.007 0.007 -0.002
H 1.370532 -2.050955 1.996183 -0.003 0.008 -0.020
H 3.102365 0.425260 1.580530 -0.005 0.023 0.007
H -0.191192 -0.999521 4.153471 -0.003 -0.016 0.000
H -5.407174 3.571175 -0.537111 -0.005 -0.002 0.003
H -1.535425 -0.373510 3.168928 0.004 0.007 -0.003
```
Positions in Å, forces in eV/Å.

Löwdin population analysis, charges in e, atoms 1 to 4: 1.099, 0.681, 0.699, 0.811

***

Here is C17H16ClNO2ReSSbSe4 as an isolated structure from OMol25. Energies are from wB97M-V/def2-TZVPD.

Summary:
- lowest unoccupied orbital energy (alpha / beta) (eV) = -4.78 / -4.78
- E_HOMO (alpha / beta) (eV) = -10.555 / -10.366
- multiplicity = 2
- total charge = +1
- frontier orbital gap (alpha / beta) (Eh) = 0.21209 / 0.20512

Structure (XYZ):
```
44
Properties=species:S:1:pos:R:3:forces:R:3
Re -0.066482 0.501088 -0.625835 0.244 0.021 0.381
Sb 3.160050 5.518664 0.220411 0.018 -0.094 0.019
Se 1.666812 3.914715 -1.231843 -0.017 0.037 0.053
Se 0.233278 2.261570 1.521611 -0.116 -0.134 -0.262
Se 1.975621 1.924028 -0.063723 0.101 -0.012 -0.020
Se 3.812600 4.199445 2.005370 -0.026 0.071 -0.035
Cl 0.241226 -5.382073 5.083123 -0.002 0.000 0.001
S -0.393527 1.689182 -3.763171 -0.007 0.001 -0.005
O 0.638470 0.522317 2.059053 -0.018 -0.022 -0.031
O -1.160601 0.939596 3.263526 -0.011 0.044 0.055
N -1.895451 -0.678251 -0.578242 0.035 0.053 -0.120
C -0.246748 1.157960 -2.298290 -0.135 -0.013 -0.087
C -0.287977 0.150353 2.981470 0.088 0.020 0.156
C 0.049610 -3.638714 -1.579916 -0.002 0.019 0.000
C -0.978897 -1.646402 4.502623 -0.006 0.010 -0.014
C 1.378137 -4.033413 -1.479082 0.006 -0.001 0.002
C -0.108491 -1.208018 3.506438 0.025 0.000 -0.027
C -0.869955 -2.932464 4.994620 -0.003 -0.006 0.006
C 2.028627 -1.749493 -1.070082 -0.018 0.002 0.005
C -2.104185 -1.259356 0.766368 -0.039 -0.013 -0.006
C -1.685007 -1.784323 -1.566843 -0.009 0.018 -0.002
C 0.874953 -2.059118 3.001144 0.003 -0.004 -0.010
C 2.363342 -3.089917 -1.227768 -0.001 -0.002 -0.003
C -0.282995 -2.302321 -1.428775 0.008 -0.025 0.001
C 0.699122 -1.336634 -1.159837 -0.077 0.094 -0.002
C -3.085266 0.117738 -0.953790 -0.008 -0.008 0.001
C 0.108288 -3.774577 4.479408 -0.005 0.009 -0.001
C 0.981354 -3.348428 3.485634 0.010 0.000 -0.004
H -3.975341 -0.517029 -0.954459 0.004 -0.003 0.002
H 1.732598 -4.024299 3.102486 -0.002 0.000 0.003
H -1.734767 -0.972477 4.882762 -0.001 -0.001 0.007
H -1.827110 -1.347798 -2.557416 0.002 -0.001 -0.002
H -2.992890 -1.895594 0.763953 -0.005 -0.001 -0.004
H -3.225093 0.921467 -0.231402 0.005 -0.001 0.002
H 3.399593 -3.395163 -1.159883 -0.001 -0.006 0.000
H -2.937344 0.543216 -1.943465 -0.003 0.000 0.000
H 1.642503 -5.075131 -1.601342 0.001 0.001 -0.001
H 2.818183 -1.029022 -0.887714 0.007 -0.004 0.004
H -2.446109 -2.555429 -1.415454 0.000 0.004 0.003
H 1.548494 -1.722979 2.223205 -0.014 -0.003 0.010
H -2.251701 -0.459202 1.492089 -0.030 -0.034 -0.057
H -0.722004 -4.372943 -1.780751 0.001 -0.002 -0.001
H -1.533104 -3.288975 5.769713 0.002 -0.002 0.002
H -1.241068 -1.863803 1.041946 -0.003 -0.010 -0.019
```
Positions in Å, forces in eV/Å.

Löwdin population analysis, charges in e, atoms 1 to 4: 0.898, 0.482, 0.005, 0.815

***

So what do the calculations give for largest force on an atom? Going down the list: 3.1, 0.3, 0.5 eV/Å.